C37H38AsN5O2PdS | ωB97M-V/def2-TZVPD

The geometry in XYZ format:
```
85
Properties=species:S:1:pos:R:3:forces:R:3:mulliken_spin:R:1
Pd -0.01407 -0.37646 -0.43264 0.12 -0.55 0.00 0.02
S 2.31691 1.19185 1.01303 0.12 -0.16 0.11 0.40
C 0.95203 2.05153 0.71534 -0.11 0.53 0.09 -0.06
N 0.72678 3.24926 1.30226 -0.34 0.06 -0.23 0.34
N -0.25347 3.97661 0.78739 0.43 -0.32 0.08 0.26
C -0.68115 5.15544 1.40395 0.04 -0.16 -0.04 -0.06
C -1.45727 6.04429 0.66700 -0.07 0.02 0.04 0.08
C -1.92240 7.20000 1.27035 0.02 0.00 0.02 -0.04
C -1.60780 7.47137 2.59524 0.01 -0.02 -0.02 0.07
C -0.83079 6.57445 3.31781 -0.03 0.01 0.00 -0.04
C -0.36825 5.40835 2.73385 0.02 0.11 0.04 0.08
N 0.00075 1.68546 -0.28623 0.18 0.35 -0.26 0.00
N -1.14296 1.27593 0.18034 -0.13 0.21 0.22 0.04
C -2.22044 1.53074 -0.74650 -0.22 -0.28 0.01 0.00
C -2.96475 2.67243 -0.48365 -0.13 0.05 0.14 0.01
C -4.05135 2.98552 -1.28426 -0.04 -0.01 -0.09 0.00
C -4.40597 2.15186 -2.33638 0.02 0.03 0.05 0.00
C -3.67120 1.00006 -2.57549 0.01 0.04 0.02 0.00
C -2.57968 0.67987 -1.78069 0.14 -0.07 -0.12 0.00
H -0.68984 3.69588 -0.08919 0.15 0.14 0.10 -0.04
H -1.69029 5.82985 -0.36845 0.00 -0.02 -0.04 0.00
H -2.52510 7.89409 0.70088 -0.01 0.01 -0.01 0.00
H -1.96702 8.37690 3.06234 -0.02 0.04 0.02 0.00
H -0.59034 6.77991 4.35186 0.01 0.01 0.03 0.00
H 0.22617 4.69552 3.28473 0.03 -0.02 0.01 0.01
H -2.72430 3.29091 0.37603 -0.06 -0.09 -0.05 -0.01
H -4.62707 3.87650 -1.07426 -0.03 0.03 0.00 0.00
H -5.25555 2.39441 -2.95981 -0.02 0.00 -0.01 0.00
H -3.94137 0.34089 -3.38901 -0.02 -0.01 -0.02 0.00
H -1.99994 -0.21594 -1.98916 -0.08 0.13 0.05 0.00
C -4.13274 2.30910 6.63583 -0.01 0.02 0.02 0.00
C -3.65200 1.48213 5.47724 0.00 0.01 0.02 0.00
C -4.53725 0.79698 4.66231 0.03 -0.03 -0.01 0.00
C -4.09793 0.02535 3.59390 0.06 -0.03 0.02 0.00
C -5.13327 -0.65704 2.73900 -0.02 -0.04 -0.06 0.00
C -2.71958 -0.09091 3.33930 -0.02 0.06 0.02 0.03
As -2.35935 -1.13440 1.71437 0.16 -0.05 -0.07 -0.04
N -0.46130 -1.26198 1.44940 -0.29 0.11 -0.01 0.50
C 0.37134 -2.06409 2.11536 0.03 -0.08 0.06 0.02
C 1.63293 -2.39850 1.54192 0.06 0.02 -0.13 0.20
C 2.51643 -3.20343 2.22197 -0.04 0.04 -0.05 -0.08
C 2.19652 -3.69282 3.48643 -0.02 -0.01 0.03 0.22
C 0.97166 -3.37068 4.07523 -0.01 0.00 -0.02 -0.09
C 0.07155 -2.57931 3.40774 -0.05 0.03 0.07 0.10
C -2.71724 -3.03870 2.13225 -0.01 0.04 0.00 0.03
C -2.94375 -3.66750 3.36239 -0.06 -0.01 -0.01 -0.02
C -2.90003 -3.00933 4.71932 -0.11 0.04 0.05 -0.01
C -3.24230 -5.03064 3.38704 0.05 0.01 -0.01 0.01
C -3.31173 -5.79662 2.24127 -0.02 0.00 0.01 0.00
C -3.62007 -7.26516 2.29279 -0.01 -0.03 0.01 0.00
C -3.08228 -5.16222 1.02773 0.03 0.02 0.00 0.00
C -2.79371 -3.80955 0.94896 -0.05 0.00 0.01 -0.01
C -2.58042 -3.23069 -0.42874 0.03 0.04 -0.07 -0.01
C -1.81220 0.64998 4.11162 -0.11 0.01 0.03 0.01
C -0.33446 0.70511 3.85499 0.07 0.01 -0.07 0.01
C -2.30197 1.40658 5.17202 0.00 -0.02 -0.03 0.00
H -5.21397 2.24453 6.74536 -0.02 0.00 0.00 0.00
H -3.86986 3.35925 6.50275 0.01 0.02 -0.01 0.00
H -3.67819 1.97591 7.56955 0.01 -0.01 0.02 0.00
H -5.60124 0.86803 4.85184 -0.06 0.00 0.01 0.00
H -6.13374 -0.38778 3.07294 -0.02 -0.01 0.00 0.00
H -5.05121 -1.74538 2.77624 0.02 -0.03 0.01 0.00
H -5.04105 -0.36197 1.68941 0.00 -0.01 0.01 0.00
H 1.86965 -2.03058 0.54790 -0.04 -0.02 0.13 0.01
H 3.46375 -3.45611 1.76851 0.05 -0.02 -0.02 0.00
H 2.90049 -4.31936 4.01578 0.02 -0.03 0.02 0.01
H 0.73222 -3.74046 5.06310 0.00 -0.01 0.03 0.00
H -0.86310 -2.30178 3.87582 0.26 -0.02 -0.12 0.06
H -2.53169 -1.99099 4.71502 -0.08 0.06 0.00 0.00
H -2.27159 -3.59800 5.38976 0.01 -0.02 0.03 0.00
H -3.90045 -2.98882 5.15643 -0.02 0.04 0.01 0.00
H -3.41352 -5.49961 4.34896 -0.01 -0.04 0.06 0.00
H -3.82623 -7.59056 3.31104 0.00 -0.01 0.02 0.00
H -2.78226 -7.85156 1.91331 0.02 -0.01 -0.01 0.00
H -4.48839 -7.50380 1.67766 -0.02 0.00 -0.01 0.00
H -3.13114 -5.73677 0.11095 0.00 -0.04 -0.05 0.00
H -2.71611 -4.01016 -1.17703 -0.01 0.01 -0.02 0.00
H -1.57274 -2.82873 -0.56921 -0.04 -0.01 0.03 0.01
H -3.28868 -2.42634 -0.64403 0.04 -0.03 0.00 0.00
H -0.11601 0.74899 2.79264 0.03 0.00 -0.05 0.00
H 0.19151 -0.15824 4.26172 0.01 -0.06 0.02 0.01
H 0.09124 1.59213 4.32058 0.02 0.04 0.00 -0.01
H -1.59381 1.96778 5.77060 0.04 0.03 0.03 0.00
O 0.52092 -0.77320 -2.31638 -0.05 0.06 -0.03 -0.02
O 0.60639 -1.85816 -1.51386 0.11 -0.13 -0.08 0.00
```
Positions in Å, forces in eV/Å.

Output
* multiplicity: 3
* ⟨S²⟩: 2.08
* frontier orbital gap (spin up / spin down): 7.82 / 6.06 eV
* E_tot: -4618.554595 a.u.
* maximum force: 0.011 hartree/bohr